No. 1
A structure of composition C14H17IrN5OS2Te. Source: OMol25; level of theory: ωB97M-V with the def2-TZVPD basis set.

As for the HOMO-LUMO gap (spin up / spin down): 6.78 / 5.54 eV. As for the expectation value of S²: 0.85. The value obtained for the energy above the lowest of the compared OMol25 structures with the same formula, charge and spin is 1.114 eV.

Geometry as ORCA input:
```
! RIJCOSX wB97M-V def2-TZVPD def2/J DEFGRID3
* xyz 2 2
Ir 0.679 -0.098 0.516
N 4.181 2.280 0.001
C 2.992 1.718 0.102
S 2.895 -0.048 0.302
N 1.929 2.517 0.021
N 0.761 1.881 0.142
C -0.297 2.641 -0.115
C -1.641 2.241 -0.178
C -2.584 3.256 -0.487
C -3.914 2.983 -0.574
C -4.396 1.656 -0.357
C -3.552 0.641 -0.063
C -2.141 0.875 0.035
O -1.401 -0.112 0.329
H 5.026 1.736 0.077
H 4.253 3.281 -0.118
H -0.052 3.674 -0.339
H -2.218 4.261 -0.651
H -4.620 3.769 -0.807
H -5.458 1.467 -0.432
H -3.902 -0.368 0.101
C 1.628 -0.199 4.063
Te -0.129 0.148 2.942
C -0.946 -1.785 3.209
H 2.044 -1.165 3.793
H 1.338 -0.179 5.112
H 2.336 0.599 3.859
H -1.398 -1.834 4.198
H -0.142 -2.509 3.116
H -1.693 -1.927 2.433
S 0.566 -2.499 0.335
C 0.633 -2.581 -1.402
N 1.789 -3.040 -1.949
C 1.948 -3.236 -3.271
C 0.898 -2.959 -4.101
C -0.274 -2.504 -3.494
N -0.402 -2.314 -2.185
H 2.537 -3.265 -1.302
H 2.907 -3.611 -3.601
H 0.975 -3.097 -5.168
H -1.154 -2.292 -4.091
*
```

Löwdin atomic charge list, values in e, 2 entries: number 1, Ir, carries 0.59; number 2, N, carries 0.15

=====

No. 2
A structure of composition C15H18ClINO4Pt in a non-equilibrium geometry. Source: OMol25; level of theory: ωB97M-V with the def2-TZVPD basis set.

As for the HOMO-LUMO gap (spin up / spin down): 6.91 / 5.61 eV. As for the expectation value of S²: 2.04. The value obtained for the energy above the lowest of the compared OMol25 structures with the same formula, charge and spin is 0.324 eV.

Geometry as ORCA input:
```
! RIJCOSX wB97M-V def2-TZVPD def2/J DEFGRID3
* xyz 1 3
Pt 0.020 0.273 -0.778
C 3.164 -0.009 0.084
O 2.429 0.802 -0.861
C 2.615 2.212 -0.556
C 1.610 2.974 -1.384
O 0.315 2.430 -1.078
C -0.458 3.266 -0.211
C 0.086 3.380 1.161
O 0.189 2.045 1.594
C 0.624 1.933 2.942
H 4.097 0.437 0.319
H 3.412 -0.959 -0.396
H 2.599 -0.150 1.008
H 3.682 2.369 -0.780
H 2.390 2.264 0.514
H 1.810 2.813 -2.443
H 1.602 4.021 -1.158
H -1.479 2.864 -0.166
H -0.534 4.274 -0.592
H -0.478 3.985 1.881
H 1.140 3.789 1.128
H -0.141 2.262 3.618
H 1.489 2.619 3.096
H 0.841 0.914 3.189
Cl -3.633 -5.634 -0.438
C -3.207 -3.989 -0.468
C -4.181 -3.037 -0.434
C -3.905 -1.709 -0.646
I -5.273 -0.250 -0.969
C -2.527 -1.240 -0.652
O -2.265 -0.027 -0.739
C -1.521 -2.262 -0.666
N -0.230 -1.819 -0.725
C 0.768 -2.681 -0.725
C 0.545 -4.057 -0.572
C -0.738 -4.564 -0.438
C -1.854 -3.621 -0.543
H -5.185 -3.400 -0.344
H 1.715 -2.247 -0.908
H 1.420 -4.678 -0.545
H -0.954 -5.592 -0.317
*
```

Löwdin atomic charge list, values in e, 2 entries: number 1, Pt, carries 0.96; number 2, C, carries -0.08

=====

No. 3
A structure of composition C35H23Br5MnN9O7S. Source: OMol25; level of theory: ωB97M-V with the def2-TZVPD basis set.

As for the HOMO-LUMO gap (spin up / spin down): 6.03 / 6.09 eV. As for the expectation value of S²: 1.15. The value obtained for the energy above the lowest of the compared OMol25 structures with the same formula, charge and spin is 0.707 eV.

Geometry as ORCA input:
```
! RIJCOSX wB97M-V def2-TZVPD def2/J DEFGRID3
* xyz -1 2
Mn -0.062 -0.897 1.500
Br -1.363 -7.522 0.499
C -1.193 -5.812 1.289
C -1.787 -5.528 2.507
Br -2.784 -6.848 3.425
C -1.654 -4.248 3.062
Br -2.504 -3.758 4.680
C -0.914 -3.250 2.436
O -0.809 -2.027 2.899
C -0.285 -3.551 1.184
O 0.386 -2.583 0.594
C -0.457 -4.813 0.635
Br 0.303 -5.082 -1.078
N 0.972 1.654 3.439
C -0.355 1.637 3.344
N -1.062 2.483 4.098
C -2.377 2.432 3.929
N -3.132 3.300 4.644
N -3.033 1.610 3.095
C -2.241 0.800 2.412
N -0.912 0.761 2.465
C -2.867 -0.149 1.465
C -4.239 -0.262 1.332
C -4.734 -1.181 0.420
C -3.846 -1.937 -0.324
C -2.486 -1.758 -0.132
N -2.004 -0.880 0.749
H 1.378 2.200 4.177
H 1.503 0.929 2.957
H -2.689 3.783 5.404
H -4.120 3.129 4.681
H -4.882 0.356 1.941
H -5.802 -1.306 0.298
H -4.187 -2.671 -1.040
H -1.754 -2.333 -0.683
C 3.424 -3.047 -1.890
O 2.367 -2.129 -1.647
C 2.181 -1.107 -2.501
C 2.995 -0.768 -3.563
C 2.665 0.352 -4.323
Br 3.828 0.845 -5.744
C 1.567 1.127 -4.054
C 0.734 0.778 -2.982
C 1.035 -0.344 -2.224
O 0.231 -0.688 -1.186
C -0.381 1.675 -2.640
N -0.744 2.708 -3.362
C -1.769 3.301 -2.649
C -2.527 4.436 -2.940
C -3.501 4.814 -2.037
C -3.731 4.087 -0.857
C -2.992 2.960 -0.550
C -2.014 2.586 -1.467
N -1.109 1.553 -1.486
H 4.389 -2.541 -1.889
H 3.264 -3.563 -2.842
H 3.388 -3.756 -1.069
H 3.884 -1.340 -3.783
H 1.333 2.009 -4.631
H 0.508 -1.569 -0.802
H -2.346 4.995 -3.848
H -4.103 5.691 -2.237
H -4.501 4.418 -0.173
H -3.165 2.402 0.362
H -1.007 0.791 -0.832
O 5.421 -0.574 -0.248
S 5.432 -1.235 1.340
O 5.931 -2.572 1.092
N 3.844 -1.336 1.660
C 3.016 -0.406 1.276
O 1.828 -0.321 1.733
C 3.413 0.636 0.285
C 2.587 1.723 0.018
C 2.916 2.644 -0.961
C 4.085 2.472 -1.695
C 4.928 1.405 -1.435
C 4.595 0.494 -0.441
H 1.663 1.817 0.575
H 2.253 3.473 -1.174
H 4.338 3.173 -2.480
H 5.839 1.251 -1.997
*
```

Löwdin atomic charge list, values in e, 2 entries: number 1, Mn, carries 0.72; number 2, Br, carries 0.67

=====

No. 4
A cluster of 11 separate species, C5H29NO11 in total in a non-equilibrium geometry. Source: OMol25; level of theory: ωB97M-V with the def2-TZVPD basis set.

As for the HOMO-LUMO gap (spin up / spin down): 10.28 / 4.23 eV. As for the expectation value of S²: 0.76. The value obtained for the energy above the lowest of the compared OMol25 structures with the same formula, charge and spin is 4.438 eV.

Geometry as ORCA input:
```
! RIJCOSX wB97M-V def2-TZVPD def2/J DEFGRID3
* xyz 1 2
C -1.047 -0.745 2.184
C -1.235 0.160 0.909
C -2.521 0.916 1.188
C -3.730 0.513 0.899
C -0.717 -2.269 1.982
N -0.061 -2.563 0.703
O -1.044 -3.017 2.837
H -0.373 -0.123 2.824
H -1.851 -0.812 2.934
H -1.226 -0.445 0.059
H -0.521 0.876 0.764
H -2.364 1.945 1.657
H -4.589 1.071 1.340
H -4.065 -0.434 0.378
H 0.417 -1.773 0.400
H 0.267 -3.486 0.589
H -1.006 -0.240 -2.769
H 0.521 -0.126 -2.361
O -0.304 0.387 -2.534
H 0.178 2.067 -2.472
H -0.395 3.400 -3.134
O 0.369 3.008 -2.747
H 2.291 -0.597 -2.516
H 2.143 -0.600 -0.999
O 1.938 -0.946 -1.800
H 2.830 -2.476 2.690
H 2.239 -1.092 2.424
O 2.427 -1.991 2.002
H 3.512 0.765 0.156
H 3.530 -0.607 0.768
O 2.945 -0.014 0.484
H 2.636 2.266 -3.216
H 2.642 2.497 -1.862
O 3.255 2.146 -2.485
H 1.809 1.739 3.183
H 2.935 0.894 2.615
O 2.656 1.269 3.457
H 0.271 4.148 -0.363
H -0.471 2.812 -0.689
O 0.003 3.287 0.047
H -2.716 -0.287 -1.118
H -2.994 -1.399 -2.228
O -2.664 -0.554 -2.179
H -1.398 -2.686 -1.326
H -2.481 -3.686 -1.051
O -2.041 -3.198 -1.623
*
```

Löwdin atomic charge list, values in e, 2 entries: number 1, C, carries 0.00; number 2, C, carries -0.14

=====

No. 5
A structure of composition C9H16Br6NO8S in a non-equilibrium geometry. Source: OMol25; level of theory: ωB97M-V with the def2-TZVPD basis set.

As for the HOMO-LUMO gap: 4.96 eV.

Geometry as ORCA input:
```
! RIJCOSX wB97M-V def2-TZVPD def2/J DEFGRID3
* xyz -1 1
N -8.095 -8.308 -29.253
O -7.898 -9.490 -29.028
O -7.655 -7.418 -28.569
O -8.694 -8.001 -30.270
O -6.553 -15.883 -29.573
C -5.447 -16.289 -29.320
O -5.354 -17.520 -28.837
C -3.923 -17.874 -28.589
C -3.086 -16.788 -29.371
C -4.071 -15.612 -29.512
H -3.623 -18.901 -28.798
H -3.860 -17.683 -27.518
H -2.860 -17.289 -30.312
H -2.162 -16.743 -28.794
H -3.915 -15.299 -30.544
H -3.824 -14.694 -28.979
O -4.733 -0.897 -33.326
S -4.360 -0.735 -31.931
O -2.990 -0.539 -31.422
O -5.416 0.235 -31.171
C -5.070 0.727 -29.889
C -5.848 -0.102 -28.843
C -4.912 -2.292 -30.980
H -5.463 1.735 -29.755
H -3.987 0.786 -29.772
H -6.932 -0.212 -28.820
H -5.711 0.163 -27.795
H -5.330 -1.036 -28.630
H -5.995 -2.182 -31.038
H -4.361 -2.408 -30.047
H -4.793 -3.215 -31.547
C -1.632 -8.131 -25.948
Br -0.415 -9.386 -24.921
Br -1.435 -8.293 -27.859
Br -1.475 -6.203 -25.412
H -2.641 -8.442 -25.677
C -9.219 -12.429 -23.103
Br -10.603 -13.837 -23.497
Br -7.375 -12.959 -23.391
Br -9.336 -11.697 -21.270
H -9.475 -11.656 -23.828
*
```

Löwdin atomic charge list, values in e, 2 entries: number 1, N, carries -0.74; number 2, O, carries -0.08

=====

No. 6
An isolated molecule of C5H12N2O in a non-equilibrium geometry. Source: OMol25; level of theory: ωB97M-V with the def2-TZVPD basis set.

As for the HOMO-LUMO gap: 10.09 eV. As for the structure (SMILES): C=NCC[C@H](N)CO. The value obtained for the energy above the lowest of the compared OMol25 structures with the same formula, charge and spin is 2.358 eV.

Geometry as ORCA input:
```
! RIJCOSX wB97M-V def2-TZVPD def2/J DEFGRID3
* xyz 0 1
C 0.572 -2.064 -1.819
N -0.158 -2.339 -0.839
C 0.312 -1.897 0.470
C -0.431 -0.644 0.905
C -0.189 0.579 -0.005
N 1.250 0.824 -0.092
C -0.979 1.737 0.544
O -1.028 2.783 -0.450
H 1.460 -1.419 -1.777
H 0.322 -2.241 -2.868
H 1.392 -1.781 0.570
H 0.030 -2.716 1.138
H -1.473 -0.846 1.126
H -0.031 -0.277 1.856
H -0.522 0.364 -1.014
H 1.652 1.086 0.804
H 1.359 1.627 -0.707
H -2.041 1.487 0.684
H -0.729 2.113 1.542
H -0.768 3.625 -0.070
*
```

Löwdin atomic charge list, values in e, 2 entries: number 1, C, carries -0.08; number 2, N, carries -0.02

=====

No. 7
An isolated molecule of C22H22N2O4. Source: OMol25; level of theory: ωB97M-V with the def2-TZVPD basis set.

As for the HOMO-LUMO gap: 8.84 eV. As for the structure (SMILES): COc1ccc(N2C(=O)[C@H]3CCCC[C@H]3C2=O)cc1NC(=O)c1ccccc1. The value obtained for the energy above the lowest of the compared OMol25 structures with the same formula, charge and spin is 0.038 eV.

Geometry as ORCA input:
```
! RIJCOSX wB97M-V def2-TZVPD def2/J DEFGRID3
* xyz 0 1
C -2.358 -4.363 0.315
O -2.431 -2.963 0.185
C -1.262 -2.263 0.023
C 0.001 -2.826 -0.018
C 1.122 -2.026 -0.177
C 0.975 -0.655 -0.297
N 2.116 0.172 -0.458
C 2.345 1.300 0.315
O 1.659 1.655 1.234
C 3.606 1.969 -0.203
C 4.581 2.269 0.935
C 5.038 0.988 1.636
C 5.351 -0.150 0.648
C 5.484 0.354 -0.786
C 4.170 1.000 -1.243
C 3.108 -0.076 -1.389
O 3.118 -0.999 -2.159
C -0.284 -0.071 -0.265
C -1.407 -0.866 -0.109
N -2.703 -0.360 -0.066
C -3.137 0.898 -0.377
O -2.418 1.794 -0.768
C -4.610 1.076 -0.216
C -5.246 1.992 -1.049
C -6.606 2.209 -0.943
C -7.344 1.525 0.009
C -6.714 0.629 0.858
C -5.354 0.401 0.748
H -3.387 -4.701 0.426
H -1.918 -4.825 -0.573
H -1.784 -4.653 1.201
H 0.134 -3.892 0.074
H 2.101 -2.475 -0.217
H 3.300 2.914 -0.664
H 4.088 2.920 1.658
H 5.440 2.806 0.529
H 5.921 1.220 2.233
H 4.257 0.664 2.325
H 4.554 -0.897 0.678
H 6.273 -0.654 0.940
H 6.296 1.078 -0.856
H 5.713 -0.478 -1.454
H 4.323 1.468 -2.219
H -0.399 0.995 -0.361
H -3.400 -1.066 0.130
H -4.651 2.525 -1.776
H -7.093 2.916 -1.599
H -8.407 1.694 0.096
H -7.286 0.108 1.612
H -4.875 -0.280 1.437
*
```

Löwdin atomic charge list, values in e, 2 entries: number 1, C, carries -0.08; number 2, O, carries -0.10

=====

No. 8
A structure of composition C22H29F17NO16S2Zr2 in a non-equilibrium geometry. Source: OMol25; level of theory: ωB97M-V with the def2-TZVPD basis set.

As for the HOMO-LUMO gap: 1.60 eV. The value obtained for the energy above the lowest of the compared OMol25 structures with the same formula, charge and spin is 4.249 eV.

Geometry as ORCA input:
```
! RIJCOSX wB97M-V def2-TZVPD def2/J DEFGRID3
* xyz 5 1
Zr -1.264 0.780 3.931
Zr -4.370 1.187 -0.390
N -2.195 2.532 3.370
S -3.354 3.542 3.910
O -4.639 3.490 3.275
O -2.932 4.705 4.589
F -3.722 2.482 5.066
S -2.266 3.291 1.843
O -2.214 4.709 1.772
O -3.077 2.581 0.861
F -0.794 3.023 1.274
O -0.711 0.291 1.938
C -0.601 -0.480 0.755
C -1.071 0.029 -0.648
O -2.457 0.377 -0.832
H -0.969 -1.479 1.006
H 0.477 -0.671 0.704
H -0.929 -0.768 -1.381
H -0.526 0.920 -0.967
C 0.420 -3.000 -3.602
C -0.997 -3.473 -3.297
O -1.536 -4.159 -4.395
C -2.295 -3.501 -5.241
O -2.654 -2.341 -5.091
C -2.746 -4.384 -6.435
F -4.036 -4.174 -6.726
F -2.083 -4.054 -7.530
F -2.621 -5.653 -6.078
H 0.970 -2.694 -2.713
H 0.412 -2.119 -4.249
H 1.045 -3.720 -4.131
H -1.563 -2.562 -3.083
H -0.940 -4.054 -2.378
C 3.477 3.936 5.980
C 2.610 2.757 5.606
O 2.989 2.307 4.291
C 2.124 1.963 3.406
O 0.896 1.815 3.587
C 2.743 1.752 1.996
F 2.612 0.438 1.693
F 1.976 2.450 1.168
F 4.015 2.043 1.964
H 4.526 3.769 5.728
H 3.446 4.196 7.037
H 3.262 4.836 5.401
H 1.541 2.971 5.638
H 2.832 1.959 6.317
C 0.389 -1.667 7.500
C 1.589 -1.284 6.655
O 1.581 -2.196 5.513
C 0.870 -2.083 4.414
O 0.075 -1.149 4.212
C 1.027 -3.243 3.386
F 1.674 -2.731 2.317
F 1.590 -4.302 3.869
F -0.194 -3.598 2.976
H 0.290 -2.750 7.550
H -0.544 -1.249 7.107
H 0.429 -1.244 8.504
H 2.460 -1.568 7.243
H 1.673 -0.276 6.251
C -1.398 1.220 -4.476
C -2.808 0.807 -4.921
O -3.711 1.921 -4.960
C -4.364 2.285 -3.900
O -4.280 1.756 -2.775
C -5.410 3.399 -4.193
F -6.518 2.878 -4.672
F -5.716 4.041 -3.054
F -4.866 4.309 -4.974
H -0.723 0.425 -4.801
H -1.342 1.252 -3.386
H -0.976 2.095 -4.969
H -3.159 -0.080 -4.393
H -2.688 0.363 -5.909
C 2.521 0.991 -3.031
C 2.631 -0.514 -3.073
O 3.960 -1.047 -2.935
C 4.169 -2.337 -2.719
O 3.351 -3.178 -2.462
C 5.667 -2.771 -2.777
F 5.723 -3.816 -3.574
F 6.396 -1.804 -3.323
F 6.070 -3.070 -1.533
H 2.839 1.452 -2.097
H 1.536 1.351 -3.333
H 3.167 1.354 -3.834
H 2.240 -0.833 -4.040
H 1.967 -0.950 -2.322
*
```

Löwdin atomic charge list, values in e, 2 entries: number 1, Zr, carries 2.23; number 2, Zr, carries 2.24